ORCA calculation (wB97M-V/def2-TZVPD) on a structure of composition C8H14ClNNbO8P in a non-equilibrium geometry.

Total charge: -2
Total energy, eV: -49750.988
E_HOMO, eV: -0.93
Frontier orbital gap, eV: 5.587

XYZ file:
```
34
Properties=species:S:1:pos:R:3:forces:R:3
Nb -0.34492 0.34800 0.13368 -0.4306 0.8994 5.5194
Cl -3.86195 -0.28998 2.43414 0.3043 0.6288 -0.1651
P -0.18402 0.43744 -2.43394 -0.3154 -0.5227 -2.4923
O -0.86750 1.92854 -2.92681 1.2332 -1.8491 -0.6982
O -0.93272 -0.70473 -3.16689 1.1572 1.6904 0.9046
O 0.89477 3.22685 -0.82541 -2.4730 -3.7686 3.4123
O 3.15866 1.74691 1.23149 -0.2283 -1.8872 -0.2829
O -0.25215 3.30373 1.13983 0.3630 -3.3558 -1.2523
O 3.60832 1.10353 -0.91904 -2.5830 -0.6163 3.9370
O -2.98106 2.30240 2.15380 -1.1106 -4.7042 -0.8157
O 1.45608 0.35180 -2.98820 -1.7731 -0.3446 0.1108
N -0.33286 0.30405 2.28103 1.9865 -0.1700 -1.5771
C -1.09317 -1.80343 0.03078 -0.8509 -3.3104 -0.1710
C -0.14683 -2.88138 0.71631 1.1035 -0.5424 -1.4503
C 2.90936 0.89694 0.11272 1.9123 -0.2685 -2.9920
C -2.57829 0.99267 0.10762 -1.4505 0.0235 0.8535
C 1.84797 -0.28106 0.19238 1.9371 0.3339 -0.0919
C -3.09177 1.18866 1.62053 1.7226 4.5084 -2.1729
C 0.16794 2.56886 0.16556 1.9866 6.4309 -3.3012
C 0.97299 -3.51944 0.11460 -1.3726 0.7170 1.3972
H 0.31770 -0.46838 2.54226 -0.7864 0.5534 0.0706
H -1.34257 -2.18608 -1.01954 0.3782 0.6671 1.1575
H 0.17134 1.17678 2.55000 -0.7668 -0.4552 -0.0272
H 3.14735 1.20554 2.05804 -0.4615 0.5215 -1.0276
H -0.97637 1.88186 -3.90456 0.0220 -0.0432 0.8100
H 1.11418 -3.69600 -1.00031 -0.0818 1.0448 1.5204
H 1.62167 -0.60577 -3.16844 -0.4205 1.0870 0.1318
H 1.83619 -3.82833 0.80305 -1.5906 -0.2642 -1.0607
H -2.60641 2.00958 -0.43454 -0.1641 -1.5610 1.0636
H -2.09199 -1.83163 0.61778 1.4426 0.2948 -0.8166
H -0.40019 -3.22244 1.78893 0.8554 1.2961 -1.3720
H -3.15515 0.17805 -0.44869 0.6061 1.1317 0.8035
H 1.98796 -0.87888 1.16937 -0.1308 0.8403 -1.5142
H 2.02741 -0.95465 -0.72751 -0.0202 0.9944 1.5893
```
Forces are in eV/Å.


ORCA calculation (wB97M-V/def2-TZVPD) on a cluster of 11 separate species, C37H73N3O35PS in total in a non-equilibrium geometry.

Total charge: +1
Total energy, eV: -135801.582
E_HOMO, eV: -11.99
Frontier orbital gap, eV: 6.357

XYZ file:
```
150
Properties=species:S:1:pos:R:3:forces:R:3
S -4.72156 -2.38379 2.02223 -5.2530 2.4675 0.7779
P 2.11439 -2.85604 1.59316 2.4342 -0.2486 3.7398
O 7.27612 0.01642 5.12849 -0.0483 -0.0702 0.0257
O 5.44912 -1.19140 5.69972 0.1236 -0.2520 -0.0093
O 5.02676 -4.46797 -2.60467 -0.0958 0.0936 -0.0087
O 2.09974 -1.20856 1.46155 -0.4122 -2.1947 -0.9115
O -2.34350 4.22080 4.53200 0.1064 0.0103 0.0371
O 7.32322 -1.62184 6.69162 -0.1215 0.0589 -0.0982
O -1.55007 4.97722 6.51315 0.1079 0.0244 -0.1782
O -0.07419 1.25356 -3.17682 0.0039 -0.0858 0.1439
O -0.86574 2.67601 -1.60518 0.1420 -0.2264 0.0829
O -6.40941 -0.10576 -3.50902 0.0539 -0.0557 -0.2105
O -1.15511 9.44923 3.05323 -0.0567 -0.0086 0.0695
O -5.76183 -3.39388 1.92995 2.2975 -0.1410 -0.1483
O -4.39943 -4.80757 -3.97422 0.1350 -0.4627 0.2795
O 5.32358 -2.22311 -2.64080 0.0241 -0.0854 -0.1146
O -5.34667 -1.06409 2.34257 3.1293 -2.4352 -0.5815
O -0.39466 5.35968 4.72462 -0.0059 -0.4248 0.0748
O -1.43190 9.30358 5.29554 -0.0644 0.1547 -0.0860
O -2.20408 -2.22027 -8.44133 -0.0544 -0.1507 0.0935
O -2.62694 -4.14921 -7.55521 0.0472 0.1128 -0.0363
O 4.36124 1.70018 -2.85245 0.0066 0.0776 0.0169
O 3.61372 1.83268 4.07276 -0.5616 0.8049 -0.5396
O 3.47257 -3.45833 0.86582 -2.6551 0.7339 -0.0966
O -2.66219 10.69910 4.19175 0.1068 -0.1199 0.0359
O -4.15741 -6.90701 -4.41652 0.0079 0.2853 0.4629
O 0.44589 1.07089 -0.97883 -0.1257 -0.0292 0.0734
O 3.94919 2.96740 2.14053 -0.0264 -0.0298 0.1457
O -6.81244 1.83680 -2.40603 0.0708 -0.1674 0.0143
O 5.59284 3.59063 -3.06473 -0.1328 -0.2222 -0.1141
O -3.88120 -6.21621 -2.27470 0.3349 0.0680 0.3060
O -4.35283 -2.93151 -8.37058 0.0951 -0.0008 0.0649
O 3.92378 4.07946 3.99568 -0.0392 -0.4241 -0.2943
O -6.43026 -0.15079 -1.37490 0.1101 -0.1471 -0.0272
O 5.33649 -3.29585 -4.51791 -0.0333 0.0349 0.2076
O -4.01506 -2.30515 0.54542 0.3503 0.1977 1.4865
O 4.95468 2.56516 -4.85915 0.0016 0.0184 0.2296
N -0.59223 -4.83178 -1.00231 0.6282 0.2235 0.2810
N 2.22294 -3.25517 3.10983 -1.1943 0.5747 -1.1810
N -1.64533 -5.02220 -0.23830 1.2030 1.1559 2.0286
C -3.56024 -5.16476 -7.18101 -0.2182 -0.2820 0.0409
C -3.87727 -8.24302 -3.99031 0.0588 -0.5304 0.0204
C 4.91460 2.53529 -3.52700 0.1187 0.1672 -0.2020
C 3.80922 2.85715 3.46344 0.0656 0.6277 0.0295
C 0.43318 -4.23427 -0.42271 1.9718 0.9931 0.3090
C -1.65185 -4.62488 1.05356 -2.3350 0.0586 2.2713
C -0.15756 1.63068 -2.03875 -0.0810 0.2914 0.0237
C -4.12292 -5.99975 -3.44146 -0.1640 0.1428 -0.8506
C 6.73727 -0.84520 5.77466 -0.1003 -0.1315 0.1209
C 1.24553 -0.06839 -1.29390 0.3644 -0.2340 -0.0410
C -2.98111 -4.98544 1.82589 1.3596 -0.7596 -0.2481
C -1.51488 4.79350 5.18995 0.0662 0.0419 0.1446
C -0.61001 -3.93026 1.77766 2.7103 -0.0650 -3.7253
C -3.18096 -3.08508 -8.14545 0.1682 0.0004 -0.0183
C -2.65348 -1.02618 -9.08180 -0.0225 0.3409 -0.1902
C 3.79558 4.11518 5.41651 -0.0385 0.0824 0.5256
C -1.69504 9.78373 4.07689 -0.0844 0.0621 0.1939
C -1.56972 3.37688 -2.63369 -0.2464 0.3060 -0.2417
C -3.04868 11.30153 2.95669 -0.1641 0.2163 -0.2700
C -0.40782 8.30784 5.32162 0.2626 -0.0176 0.1223
C -6.53243 0.44680 -0.08427 -0.0571 0.0706 0.3925
C -3.54076 -2.85502 3.31622 0.9966 -0.3681 0.5705
C 8.71455 -1.36001 6.87882 0.3708 0.0022 0.1244
C -3.12115 -4.37619 3.25952 -0.9801 0.1932 -0.1009
C -6.57877 0.65910 -2.42822 -0.0060 -0.1638 0.1008
C 4.69595 -0.43273 4.74860 0.1555 -0.2765 0.0779
C -6.53903 0.56709 -4.76304 -0.0379 0.1529 -0.3355
C 3.85127 1.72961 1.44037 0.0412 -0.2627 -0.3533
C 0.58961 -3.69891 0.94524 -3.5943 -1.3234 -0.8381
C 4.26370 1.48617 -5.49120 -0.1694 -0.2889 -0.2722
C -0.21994 5.24294 3.31089 0.1299 0.0041 -0.4335
C -2.70036 4.42255 7.15263 -0.3031 -0.0900 0.2736
C 5.62422 3.67148 -1.64272 0.0721 0.1288 0.4299
C -4.39889 -3.74260 -3.02972 -0.1227 0.5681 0.2815
C 5.23638 -4.51938 -5.24840 0.0116 -0.2898 -0.2988
C 5.21118 -3.43325 -3.19588 0.0887 0.1941 -0.1613
C 5.21031 -2.22216 -1.21815 0.0924 0.2856 0.1569
H -3.12982 -1.25630 -10.03499 -0.1075 -0.0090 0.1337
H -2.10446 4.19939 -2.16317 0.1294 -0.1338 0.1959
H -0.69692 7.44754 4.73126 0.0438 0.2333 -0.0724
H 4.25755 -4.97683 -5.10126 0.1064 -0.0332 0.1160
H 3.20322 1.50664 -5.23703 0.0882 -0.0654 0.1129
H -4.62721 -2.81905 -3.55809 -0.0277 -0.2010 -0.1757
H 0.53775 8.71974 4.96540 -0.0925 -0.0320 -0.1152
H -2.20795 11.82956 2.50610 -0.0034 -0.1629 -0.0380
H -0.27844 7.99083 6.35484 -0.2218 0.1517 -0.0017
H 5.35322 -4.28176 -6.30378 0.0188 0.2294 0.1343
H 4.69540 0.61190 5.01151 0.2791 -0.2307 0.0972
H -2.46127 -5.48692 -0.66692 0.1142 0.1126 -0.1216
H -6.37213 -0.16770 -5.54865 0.0138 -0.1250 0.2228
H -2.29490 2.72258 -3.11825 0.1533 -0.0176 -0.0557
H 3.66993 -0.79753 4.77314 0.1080 -0.0951 0.2207
H -2.66359 -2.15398 3.37331 -0.8782 -0.5141 -0.5207
H -3.83441 12.02218 3.17499 0.0691 -0.1086 0.2324
H 6.11954 2.79604 -1.22034 -0.1368 -0.0135 -0.0151
H 1.33202 -4.11350 -1.07761 -1.0030 -0.2167 0.4113
H 4.70762 0.52946 -5.21354 -0.1005 0.0556 0.1143
H -7.51583 0.89111 0.07017 0.1049 0.1141 -0.1196
H 9.07788 -2.04652 7.64106 -0.2590 -0.0514 -0.0305
H 3.68892 -4.25014 1.40378 0.1045 0.4612 -0.0947
H 4.36542 1.61700 -6.56666 0.1325 0.2090 0.1158
H -3.44468 10.55256 2.27025 0.1663 0.0124 -0.0063
H -4.61795 -8.57869 -3.26443 0.1059 0.0968 0.0427
H 5.09327 -0.57894 3.74222 0.0748 0.1120 0.0653
H 0.71535 5.73387 3.04770 -0.0261 0.0511 0.2908
H 4.58093 3.52379 5.88828 -0.1174 -0.0791 -0.0529
H 2.86874 1.28091 1.58850 0.0989 -0.0108 0.1117
H -4.07156 -5.56072 -8.05916 -0.0557 0.1444 0.0466
H 3.90422 5.14911 5.73718 0.0312 0.0073 -0.3011
H 4.64036 1.04540 1.75586 -0.1303 -0.0138 0.1086
H -1.03245 5.74058 2.78073 -0.0285 -0.1462 0.0408
H -0.87357 3.78763 -3.36496 -0.0320 -0.1667 -0.0191
H 2.22792 -2.40397 3.67790 0.2459 -0.5451 0.2056
H -5.16304 -3.90386 -2.26869 0.1126 -0.0279 0.0224
H 1.67783 -0.43012 -0.35993 -0.2036 0.4157 -0.3655
H -2.93096 -6.10503 1.94998 -0.1216 0.9607 -0.1199
H -7.54262 0.97660 -4.87808 0.1024 0.1019 0.0894
H -4.27802 -4.77950 -6.45882 -0.0342 0.0045 -0.1690
H -3.93460 -8.88537 -4.86648 -0.0525 0.2536 -0.0732
H -3.94042 -4.95006 3.76951 0.7326 0.4899 -0.5997
H -4.07729 -2.70522 4.29208 0.0845 0.1108 -1.1801
H 4.61357 3.77191 -1.24437 0.0498 -0.1140 -0.0017
H -2.61766 4.63354 8.21695 0.2156 0.1082 -0.1169
H 0.63152 -0.86262 -1.72702 0.0171 0.1160 -0.1847
H -2.87163 -8.31155 -3.57454 -0.1012 0.0621 0.0786
H -6.38541 -0.34710 0.64808 -0.1554 0.1401 -0.3717
H -1.77909 -0.40652 -9.27139 0.0867 -0.2200 0.1177
H 3.97891 1.93548 0.37844 0.0019 0.2207 0.1031
H 1.27509 -0.92547 1.90169 0.3682 0.2222 -0.1361
H 4.23701 -2.58857 -0.91276 0.1609 -0.1218 -0.1572
H 8.87065 -0.33895 7.22767 -0.0100 -0.0129 -0.1683
H 6.00517 -2.81759 -0.76742 -0.1530 -0.1108 -0.0239
H 5.31525 -1.19219 -0.87926 0.0504 0.0313 -0.2920
H -3.41306 -3.64053 -2.57138 -0.0439 -0.0665 0.0391
H 9.26772 -1.53983 5.95666 -0.0661 0.1562 0.0077
H 2.05637 0.20257 -1.97238 -0.1353 -0.0444 -0.0998
H 2.81021 3.76188 5.72261 0.0978 -0.1085 -0.0276
H -2.22408 -4.50633 3.91399 -0.5980 -0.0264 -0.7416
H -3.83887 -4.79009 1.14033 0.4579 -0.0251 0.7561
H -3.00057 -5.97258 -6.71416 0.1867 0.1964 -0.0548
H -5.78946 1.35344 -4.85742 -0.1384 0.0588 0.0890
H -3.33629 -0.47532 -8.43410 -0.0785 -0.1178 -0.0922
H -0.64042 -3.59395 2.82880 -0.1922 -0.4755 -0.8026
H 6.02999 -5.20763 -4.95714 -0.1326 -0.0007 0.1003
H -3.79990 -1.36371 0.38047 -0.1716 -0.2790 -0.0083
H -5.74710 1.19158 0.05773 -0.1463 0.1222 -0.0841
H -2.73414 3.34156 7.01379 -0.0594 0.0846 -0.1309
H -0.15287 4.19467 3.01754 -0.1711 0.0458 0.0190
H 6.19417 4.55694 -1.36912 -0.0068 -0.0073 -0.2755
H -3.61169 4.88718 6.77590 0.0587 -0.1242 -0.0955
```
Forces are in eV/Å.


ORCA calculation (wB97M-V/def2-TZVPD) on the ion C6H11N2 with charge +1 in a non-equilibrium geometry.

Total charge: +1
Total energy, eV: -9366.859
Relative energy (zero: lowest compared OMol25 entry of this formula, charge and spin), kJ/mol: 759.9
E_HOMO (alpha / beta), eV: -13.20 / -13.20
Frontier orbital gap (alpha / beta), eV: 7.203 / 7.202

XYZ file:
```
19
Properties=species:S:1:pos:R:3:forces:R:3
N -1.34589 -0.14959 0.71603 1.3832 -0.9352 1.4419
N 1.91357 -1.21350 -0.02444 -0.5278 -2.5373 1.9878
C 1.03267 1.06901 0.89094 0.3373 -0.5841 -0.1908
C 1.47159 0.04211 0.07824 -0.2884 2.7368 -0.4998
C -0.68776 -1.36229 0.39125 0.5352 -3.6705 -0.7993
C 0.58998 -1.13518 -0.45405 -0.8183 0.8536 -2.0374
C -2.03395 0.55288 -0.28773 -1.0491 2.6274 -2.3747
C 1.71023 1.47732 -0.36058 0.4669 1.0384 -0.4236
H 0.40676 1.23345 1.76901 0.4161 0.4391 -0.4290
H -0.53892 -2.13215 1.21425 0.4210 1.8662 -0.0697
H -3.13144 0.47537 -0.32774 0.1613 -1.5415 -0.4484
H 0.45948 -1.02434 -1.59336 -0.0411 -0.4101 1.7450
H 2.73360 1.86263 -0.53449 0.2517 -0.7914 1.6263
H -1.25585 -2.14665 -0.22028 0.0136 1.5193 -0.0813
H -2.14191 1.64713 -0.01808 1.3097 -0.6781 -0.4344
H -1.52048 0.41412 -1.36306 -1.3449 0.4134 2.5781
H -1.69233 -0.18610 1.66541 -0.5392 0.3507 -0.3204
H 1.30851 2.16542 -1.10134 -1.5571 -0.6008 -0.1880
H 2.72212 -1.58964 -0.43997 0.8700 -0.0958 -1.0825
```
Forces are in eV/Å.


ORCA calculation (wB97M-V/def2-TZVPD) on a structure of composition ClNO3Rb.

Total charge: -1
Total energy, eV: -20810.691
Relative energy (zero: lowest compared OMol25 entry of this formula, charge and spin), kJ/mol: 0.0
E_HOMO, eV: -5.22
Frontier orbital gap, eV: 7.230

XYZ file:
```
6
Properties=species:S:1:pos:R:3:forces:R:3
Rb -0.99413 2.05302 0.30933 0.2738 -0.4890 -0.1721
Cl -3.05064 2.76057 -1.73717 -0.0408 0.1293 0.0702
O 0.58509 -1.41494 -0.79035 -0.0524 0.0526 0.2173
O 1.35658 -2.16322 1.07963 0.0228 0.3008 0.2461
O 1.09354 -0.02118 0.77281 -0.1334 0.2559 0.4851
N 1.00956 -1.21425 0.36575 -0.0700 -0.2496 -0.8466
```
Forces are in eV/Å.